A structure of composition C53H50Cl2CsN6O2PS2 in a non-equilibrium geometry, computed with ωB97M-V/def2-TZVPD.

The geometry in XYZ format:
```
117
Properties=species:S:1:pos:R:3:forces:R:3:mulliken_charge:R:1
Cs 0.365805 0.649612 1.218966 0.1 1.8 -1.0 1.01
C 2.325297 4.420962 2.717355 0.0 0.0 0.0 -1.26
N 1.194805 3.506764 2.787269 0.0 0.0 0.1 1.24
C -0.076534 4.214119 2.711798 0.2 0.0 0.0 -1.05
C -0.322940 4.791451 1.315101 0.0 0.1 0.0 -1.26
N -1.376343 4.115918 0.584352 0.1 0.1 0.0 0.77
C -1.458661 4.627153 -0.771135 -0.1 0.0 0.0 -1.29
C -2.662398 4.038983 1.193976 0.0 0.0 -0.1 -0.28
C -3.054696 4.947787 2.171178 0.1 0.1 0.1 -0.01
C -4.301049 4.876891 2.778470 0.0 0.0 0.0 -0.88
C -5.181496 3.880412 2.377673 0.0 0.0 0.0 -0.49
C -4.805030 2.977978 1.398783 0.0 0.1 0.0 -0.92
C -3.542703 3.010155 0.779835 -0.2 -0.1 0.1 0.10
S -3.141039 1.789656 -0.389378 0.2 -0.2 -0.2 -0.24
C 1.324527 2.587450 3.876417 0.0 0.1 0.0 -0.49
C 0.502849 2.701672 4.997765 0.0 -0.1 0.0 -0.39
C 0.571162 1.797366 6.049485 0.0 0.0 0.0 -1.08
C 1.493208 0.764857 5.986443 0.0 0.0 0.0 -0.56
C 2.326012 0.654475 4.888497 0.0 -0.1 0.0 -0.86
C 2.286055 1.545438 3.804220 0.0 0.0 0.1 0.69
S 3.358734 1.274779 2.453196 0.4 0.1 0.0 -0.35
H 2.310334 5.137546 3.557874 0.0 0.0 0.0 0.30
H 2.304406 4.988715 1.785693 0.0 0.0 0.0 0.40
H 3.247527 3.843060 2.741678 0.0 0.0 0.0 0.30
H -0.109804 5.029376 3.456981 -0.1 0.0 0.0 0.22
H -0.877085 3.517419 2.959776 0.0 0.0 0.0 0.74
H 0.582619 4.657237 0.720153 0.0 0.0 0.0 0.71
H -0.496956 5.884092 1.367099 0.0 0.0 0.0 0.03
H -1.676896 5.710903 -0.783785 0.0 0.0 0.0 0.35
H -2.257512 4.095123 -1.287563 0.0 0.0 -0.1 0.40
H -0.511463 4.462234 -1.292894 0.0 0.0 0.0 0.37
H -2.362748 5.724655 2.478723 0.0 0.0 0.0 0.26
H -4.572291 5.585637 3.552260 0.0 0.0 0.0 0.37
H -6.160125 3.793849 2.837952 0.0 0.0 0.0 0.34
H -5.483537 2.189762 1.097800 0.0 0.0 0.0 0.42
H -0.221764 3.503054 5.048105 0.0 0.0 0.0 0.38
H -0.100615 1.895942 6.894233 0.0 0.0 0.0 0.34
H 1.553397 0.028268 6.779800 0.0 0.0 0.0 0.39
H 3.029926 -0.166724 4.824376 0.0 0.0 0.0 0.39
C 1.957604 0.738302 -2.247890 0.0 0.0 0.0 -0.72
O 1.758025 -0.311019 -1.317718 0.0 -0.1 0.2 0.45
C 2.551832 -1.407471 -1.405434 0.1 -0.1 0.1 0.62
C 3.450005 -1.600519 -2.451072 0.0 0.0 0.0 -0.36
C 4.244078 -2.735786 -2.499351 0.0 0.0 -0.1 -0.90
C 4.145517 -3.697033 -1.509337 0.0 0.0 0.0 -1.01
C 3.253719 -3.510287 -0.467378 0.0 0.1 0.0 -0.45
C 2.451983 -2.372776 -0.382008 0.1 -0.2 -0.2 -0.31
N 1.545935 -2.144879 0.694007 0.0 -0.3 0.3 1.19
N 1.692868 -3.002318 1.608798 0.0 0.2 -0.3 -0.69
C 0.995027 -2.919258 2.788979 -0.3 0.1 0.2 0.36
C -0.081942 -2.030250 3.084665 0.0 -0.3 0.1 -0.09
O -0.719194 -1.346736 2.228047 -0.5 -1.2 0.4 -1.14
C -0.482975 -1.914949 4.471491 0.0 -0.1 0.1 -0.91
C -0.009722 -2.733480 5.432575 -0.1 0.1 -0.1 -1.12
C 0.933239 -3.759410 5.125701 0.1 -0.1 -0.1 1.13
C 1.380998 -4.656211 6.112038 0.0 0.0 0.0 -0.85
C 2.292520 -5.639350 5.822153 0.0 0.0 0.1 -0.48
C 2.784433 -5.741211 4.512311 0.0 0.0 0.0 -0.79
C 2.370887 -4.871424 3.535044 0.0 0.0 0.0 -0.16
C 1.428275 -3.850306 3.802296 0.2 0.0 0.1 0.46
H 3.000203 1.065246 -2.242896 0.0 0.0 0.0 0.29
H 1.310085 1.554261 -1.934590 0.0 0.0 0.0 -0.14
H 1.669228 0.428833 -3.257620 0.0 0.0 0.0 0.21
H 3.528381 -0.865597 -3.238655 0.0 0.0 0.0 0.44
H 4.932004 -2.866877 -3.326594 0.0 0.0 0.0 0.44
H 4.759468 -4.589080 -1.543735 0.0 0.0 0.0 0.35
H 3.164925 -4.243286 0.319628 0.0 0.0 0.0 0.48
H -1.206003 -1.137566 4.684845 0.0 0.0 0.0 0.45
H -0.344253 -2.628828 6.459969 0.0 0.0 0.0 0.32
H 0.986080 -4.550722 7.117564 0.0 0.0 0.0 0.36
H 2.629522 -6.325234 6.590093 0.0 0.0 0.0 0.36
H 3.504488 -6.513805 4.267223 0.0 0.0 0.0 0.38
H 2.764082 -4.954763 2.533347 0.0 0.0 0.0 0.36
N -1.111104 2.354881 -3.212873 0.0 0.1 0.1 0.05
C -1.468379 1.773011 -4.411127 0.0 -0.1 -0.1 0.24
C -1.593353 2.578994 -5.558817 0.0 0.0 0.1 -0.77
C -1.936715 2.040470 -6.779521 0.0 0.0 0.0 -0.58
C -2.173520 0.674440 -6.906691 0.0 0.0 -0.1 -0.90
C -2.035487 -0.127527 -5.788804 0.0 0.0 0.1 0.09
C -1.665263 0.384947 -4.545401 0.0 0.1 0.0 0.53
P -1.434574 -0.695573 -3.077087 0.0 0.1 0.1 1.15
C -0.216662 -1.924838 -3.682683 0.0 0.0 0.0 0.25
C 0.535419 -1.814018 -4.848593 0.0 0.0 0.0 -0.41
C 1.451622 -2.800841 -5.194562 0.0 0.0 0.0 -0.85
C 1.628363 -3.907949 -4.380646 0.0 0.0 0.0 -0.51
C 0.900006 -4.016435 -3.203168 0.0 0.0 0.0 -0.63
C -0.005180 -3.030152 -2.852693 0.0 0.0 0.0 -0.20
C -2.986082 -1.666830 -3.155504 0.0 -0.1 0.0 0.64
C -4.068068 -1.169629 -2.430406 0.0 0.0 0.0 -0.25
C -5.284561 -1.835998 -2.446608 0.0 0.0 0.0 -0.61
C -5.428961 -3.012229 -3.166152 0.0 0.0 0.0 -0.43
C -4.351534 -3.519798 -3.877656 0.0 0.0 0.0 -0.79
C -3.137494 -2.849798 -3.874715 0.0 0.0 0.0 -0.25
H -1.261997 3.351124 -3.190885 0.0 0.0 0.0 0.20
H -1.479366 1.936497 -2.357095 0.0 0.0 0.0 -0.40
H -1.425467 3.646676 -5.463072 0.0 0.0 0.0 0.42
H -2.030984 2.692183 -7.640830 0.0 0.0 0.0 0.35
H -2.465360 0.248160 -7.858264 0.0 0.0 0.0 0.40
H -2.217528 -1.192788 -5.870952 0.0 0.0 0.0 0.36
H 0.405207 -0.957121 -5.497298 0.0 0.0 0.0 0.41
H 2.031283 -2.695756 -6.104690 0.0 0.0 0.0 0.33
H 2.352234 -4.669893 -4.643533 0.0 0.0 0.0 0.36
H 1.054554 -4.858722 -2.540288 0.0 0.0 0.0 0.40
H -0.561754 -3.116999 -1.926200 0.0 0.0 0.0 -0.08
H -3.961402 -0.270504 -1.829818 0.0 0.0 0.0 0.11
H -6.110803 -1.441954 -1.867724 0.0 0.0 0.0 0.41
H -6.373316 -3.543917 -3.158000 0.0 0.0 0.0 0.35
H -4.450720 -4.448764 -4.427575 0.0 0.0 0.0 0.37
H -2.297536 -3.263953 -4.419972 0.0 0.0 0.0 0.35
Cl 5.818181 0.927370 -1.155869 0.0 -0.1 0.0 -0.17
C 5.301472 2.336569 -0.220104 -0.1 0.0 0.1 0.66
Cl 4.843361 3.683163 -1.279419 0.0 0.1 -0.1 -0.22
H 6.128656 2.666496 0.394924 0.0 0.0 0.0 0.36
H 4.440002 2.068960 0.387580 0.0 0.0 0.0 -0.62
N -1.977965 -2.794770 0.358297 0.1 0.0 -0.2 0.45
C -2.698386 -3.471624 -0.250119 0.0 -0.1 0.1 -0.49
H -1.345141 -2.185799 0.919590 -0.2 0.0 0.2 0.26
```
Positions in Å, forces in eV/Å.

molar mass	1101.94	g mol⁻¹
orbital gap	5.6	eV
total charge	-2
ΔE to the lowest compared entry with this formula, charge and spin	0.000	eV
HOMO	-2.015	eV
LUMO level	3.604	eV
electronic energy	-125362.396	eV